Density functional theory data (the ωB97M-V functional and the def2-TZVPD basis) for C21H22N2O in the gas phase at a distorted geometry.

Last column: Löwdin charge in e.
Atoms and positions in Å:
O 2.59 0.16 3.30  -0.152
C 1.52 1.62 -3.48  -0.029
C 0.71 1.27 -2.30  -0.145
C -1.74 -1.81 0.78  -0.023
C -2.68 -2.49 1.48  -0.079
C 2.55 0.78 -3.90  -0.077
C 1.13 0.23 -1.46  -0.113
C -4.29 -0.66 1.13  -0.017
C -0.54 1.95 -2.00  0.040
C -3.69 1.28 -0.20  -0.014
C -2.77 1.94 -1.00  -0.011
C -2.01 -0.45 0.29  -0.094
C -1.04 0.31 -0.39  -0.098
C -3.34 0.07 0.45  -0.213
C -1.45 1.44 -1.11  -0.212
N 0.34 -0.10 -0.35  0.012
N 1.09 -0.07 0.88  -0.095
C -4.06 -2.00 1.75  -0.194
C 2.84 -0.90 2.38  -0.193
C 2.03 1.34 2.65  -0.152
C 2.92 -0.46 -3.13  -0.193
C 2.50 -0.42 -1.66  -0.111
C 1.63 -1.29 1.54  -0.133
C 0.75 1.00 1.85  -0.115
H 1.25 2.53 -3.99  0.093
H -0.75 -2.24 0.56  0.099
H -2.41 -3.49 1.76  0.093
H 3.12 1.00 -4.78  0.081
H -5.26 -0.19 1.21  0.103
H -0.83 2.79 -2.56  0.100
H -4.71 1.63 -0.20  0.108
H -3.08 2.76 -1.60  0.104
H -4.25 -1.93 2.84  0.119
H -4.78 -2.72 1.39  0.110
H 3.12 -1.79 2.90  0.110
H 3.73 -0.56 1.80  0.127
H 2.84 1.73 1.98  0.128
H 1.78 2.11 3.39  0.118
H 4.00 -0.58 -3.23  0.110
H 2.44 -1.29 -3.62  0.109
H 2.53 -1.43 -1.25  0.102
H 3.21 0.20 -1.09  0.124
H 0.87 -1.71 2.20  0.107
H 1.89 -2.03 0.77  0.118
H 0.30 1.88 1.40  0.124
H 0.01 0.65 2.60  0.124

Output
Energy relative to the best compared isomer or geometry (same formula, charge and spin) = 1.8469 eV
HOMO-LUMO gap = 5.79 eV
Total charge = 0
Max |F| = 4.63 eV Å⁻¹